83
Properties=species:S:1:pos:R:3:mulliken_charge:R:1 method="wB97M-V/def2-TZVPD" total_charge=-1 homo_energy_ev=-4.8 de_lowest_kj_mol=21.5 total_energy_ha=-2572.89950 fmax_ev_per_a=0.92 multiplicity=1 homo_lumo_gap_ev=7.46
Cd -0.61 0.31 -1.13 2.03
O -2.80 -0.06 -1.11 -1.10
C -3.68 0.44 -1.90 0.28
C -4.92 -0.25 -2.08 -0.33
C -5.92 0.21 -2.90 -0.61
C -5.76 1.40 -3.61 -0.68
C -4.60 2.12 -3.44 -0.52
C -3.55 1.68 -2.61 0.75
C -2.43 2.60 -2.47 -0.79
N -1.31 2.34 -1.91 0.46
N -0.41 3.38 -1.79 -0.84
C 0.48 3.13 -0.87 0.03
O 0.54 2.08 -0.13 -0.44
C 1.53 4.17 -0.66 0.40
C 2.56 3.92 0.23 -0.41
C 3.56 4.86 0.43 -0.72
C 3.54 6.06 -0.26 -0.33
C 2.50 6.32 -1.15 -0.63
C 1.50 5.38 -1.35 -0.28
H -5.03 -1.16 -1.51 0.47
H -6.83 -0.36 -2.99 0.36
H -6.55 1.77 -4.26 0.37
H -4.47 3.07 -3.95 0.33
H -2.58 3.62 -2.83 0.30
H 2.57 2.97 0.75 0.51
H 4.37 4.64 1.12 0.39
H 4.32 6.80 -0.10 0.37
H 2.48 7.26 -1.68 0.37
H 0.69 5.57 -2.04 0.45
O 1.92 -0.40 -1.58 -0.75
C 1.75 -0.92 -0.48 0.66
O 0.60 -1.13 0.04 -1.00
C 2.94 -1.28 0.36 -0.27
C 4.17 -1.44 -0.27 -0.42
C 5.30 -1.78 0.46 -0.57
C 5.20 -1.95 1.84 -0.62
C 3.98 -1.75 2.47 -0.31
C 2.83 -1.42 1.76 -0.01
P 1.25 -0.93 2.58 1.16
C 0.32 -2.52 2.62 0.40
C 0.89 -3.74 2.26 -0.17
C 0.14 -4.91 2.29 -0.81
C -1.19 -4.87 2.68 -0.46
C -1.77 -3.66 3.04 -0.67
C -1.02 -2.50 3.01 -0.36
C 1.81 -0.84 4.33 -0.29
C 2.49 0.32 4.69 0.04
C 2.96 0.51 5.98 -0.65
C 2.74 -0.47 6.95 -0.47
C 2.05 -1.62 6.61 -0.70
C 1.59 -1.81 5.31 -0.14
H 4.21 -1.29 -1.34 0.48
H 6.25 -1.92 -0.04 0.38
H 6.07 -2.21 2.42 0.42
H 3.93 -1.87 3.55 0.40
H 1.92 -3.78 1.94 0.40
H 0.60 -5.84 2.00 0.38
H -1.78 -5.79 2.70 0.36
H -2.81 -3.62 3.33 0.40
H -1.47 -1.55 3.29 0.40
H 2.65 1.09 3.94 0.40
H 3.48 1.42 6.24 0.40
H 3.10 -0.32 7.96 0.35
H 1.87 -2.38 7.36 0.39
H 1.06 -2.71 5.06 0.40
C -2.78 -2.72 -3.16 -1.10
N -2.59 -1.71 -4.19 0.34
C -3.60 -1.59 -5.22 -1.00
C -1.60 -0.82 -4.04 0.84
C -1.51 0.33 -5.03 -1.62
O -0.76 -0.94 -3.14 -0.78
H -2.23 -3.63 -3.39 0.31
H -3.84 -2.94 -3.09 0.42
H -2.44 -2.33 -2.20 0.29
H -4.03 -2.58 -5.40 0.41
H -3.17 -1.24 -6.16 0.37
H -4.41 -0.91 -4.92 0.21
H -1.23 -0.04 -6.02 0.47
H -0.74 1.01 -4.67 0.29
H -2.46 0.85 -5.11 0.44
N -0.75 1.83 2.25 -0.32
C -0.79 0.91 2.98 -0.18
H -0.25 2.12 1.38 0.27